The following is a DFT calculation (ωB97M-V with the def2-TZVPD basis set) of C32H27N3O2PSTl as an isolated structure in a non-equilibrium geometry.

Element x y z (Å)
Tl 8.14 13.60 5.09
C 7.35 14.24 10.50
C 7.13 14.24 9.04
N 7.40 13.17 8.31
N 7.43 12.03 8.97
C 7.57 10.93 8.13
O 7.58 10.93 6.90
C 7.77 9.59 8.86
C 7.72 9.55 10.23
C 7.97 8.34 10.87
C 8.30 7.23 10.12
C 8.33 7.25 8.68
C 8.00 8.43 8.08
C 6.80 15.38 8.20
C 6.54 16.65 8.81
C 5.91 17.64 8.09
C 5.71 17.49 6.70
C 6.24 16.37 6.19
N 6.69 15.27 6.87
H 6.90 13.32 10.88
H 6.84 15.09 10.98
H 8.40 14.22 10.73
H 7.55 10.44 10.79
H 7.93 8.28 11.92
H 8.63 6.34 10.66
H 8.52 6.28 8.18
H 7.94 8.47 6.99
H 6.69 16.86 9.84
H 5.58 18.52 8.59
H 5.41 18.36 6.13
H 6.40 16.25 4.99
O 11.09 13.00 6.46
P 11.95 11.99 7.19
C 11.52 11.83 8.89
C 11.79 10.65 9.59
C 11.61 10.54 10.95
C 11.11 11.64 11.67
C 11.00 12.89 11.03
C 11.18 12.98 9.63
C 11.98 10.38 6.44
C 13.16 9.62 6.27
C 13.11 8.32 5.78
C 11.90 7.73 5.41
C 10.72 8.48 5.54
C 10.76 9.84 5.99
C 13.67 12.46 7.25
C 14.34 12.76 8.44
C 15.70 13.02 8.42
C 16.41 13.09 7.26
C 15.74 12.96 6.04
C 14.38 12.63 6.05
H 12.21 9.82 9.01
H 11.83 9.60 11.49
H 10.93 11.53 12.73
H 10.85 13.80 11.62
H 10.98 13.96 9.13
H 14.12 10.07 6.52
H 14.08 7.83 5.64
H 11.86 6.78 4.86
H 9.71 8.07 5.29
H 9.82 10.35 5.96
H 13.84 12.85 9.44
H 16.10 13.29 9.39
H 17.42 13.42 7.38
H 16.27 13.19 5.08
H 13.85 12.45 5.07
S 7.58 16.11 4.14

For the HOMO energy, the calculation gives 1.5 eV. As for the LUMO energy: 3.810 eV. The energy relative to the best compared isomer or geometry (same formula, charge and spin) is 53.3 kcal/mol. The orbital gap is 0.084 Ha. The total charge is -2.